{"formula": "C4H3EuLiO2", "method": "ωB97M-V/def2-TZVPD", "multiplicity": 8, "total_charge": 2, "e_tot_ev": -27807.2628, "orbital_gap_ev": [4.8100, 5.0247], "e_homo_ha": [-0.5269, -0.5271], "lumo_energy_ev": [-9.5278, -9.3176], "symbols": ["Eu", "O", "C", "H", "H", "C", "C", "C", "O", "Li", "H"], "positions_angstrom": [[-1.321211, 1.074624, 3.683218], [-1.044920, 0.105116, 1.501206], [-0.003623, -0.148990, 0.663738], [0.194496, 1.876208, -0.086931], [0.527223, -1.086785, 0.870954], [1.024328, 0.363007, -1.428558], [0.522710, 0.832654, -0.151190], [0.520728, -0.851641, -1.737748], [-0.189737, -1.659997, -2.211844], [-2.235480, -1.133818, 0.722521], [2.005487, 0.629622, -1.825365]], "atomic_forces_ev_per_a": [[0.49, -0.41, -1.45], [-1.71, 0.48, 3.00], [1.59, 1.35, -0.45], [0.20, -0.25, 0.18], [-0.24, 0.14, -0.56], [1.84, -0.99, 0.60], [-1.79, -1.33, -0.02], [-1.98, -0.30, -1.83], [1.68, 1.00, 1.21], [0.33, 0.11, -0.44], [-0.42, 0.20, -0.24]]}